Model P:
The following is a quantum chemistry calculation of C3H7NO as an isolated structure, from the OMol25 dataset.

Each line ends with the natural charge from an NBO analysis.
Atoms and positions in Å:
C 0.563 1.385 -1.347  -0.415
N 0.429 0.336 -0.355  -0.701
C 0.041 -0.882 -0.544  0.916
O -0.183 -1.842 -1.178  -0.488
C -0.540 -0.953 1.563  -1.035
H -0.037 1.197 -2.240  0.202
H 1.605 1.572 -1.620  0.206
H 0.176 2.272 -0.839  0.210
H -0.092 0.039 0.771  0.420
H 0.297 -1.425 2.078  0.219
H -1.406 -1.622 1.550  0.234
H -0.854 -0.078 2.160  0.233

The HOMO energy is -9.0 eV. For the molecular weight, the calculation gives 73.09 g/mol. The LUMO energy is 0.8 eV. The gap between HOMO and LUMO is 0.360 Ha.

---

Model Q:
The following is a quantum chemistry calculation of C3H7NO as an isolated structure, from the OMol25 dataset.

Each line ends with the natural charge from an NBO analysis.
Atoms and positions in Å:
C 0.793 -0.749 1.731  -0.419
N 0.019 -0.244 0.604  -0.699
C 0.545 -0.035 -0.568  0.836
O 1.495 -0.081 -1.272  -0.537
C -1.051 0.725 -1.414  -0.976
H 1.828 -0.392 1.704  0.204
H 0.794 -1.844 1.758  0.200
H 0.320 -0.381 2.644  0.208
H -0.934 0.292 -0.153  0.443
H -1.374 -0.026 -2.136  0.234
H -0.485 1.521 -1.900  0.250
H -1.950 1.215 -0.998  0.256

The HOMO energy is -9.8 eV. For the molecular weight, the calculation gives 73.09 g/mol. The LUMO energy is 0.9 eV. The gap between HOMO and LUMO is 0.395 Ha.

---

Winner for stability: model Q

---

Model P:
The following is a quantum chemistry calculation of an isolated molecule of C5H7NS, from the OMol25 dataset.

Each line ends with the natural charge from an NBO analysis.
Atoms and positions in Å:
C 0.816 -0.180 1.075  -0.243
C -0.747 -0.475 1.070  -0.362
C -1.150 -0.411 -0.342  -0.267
C -0.005 -0.055 -1.259  -0.139
C 0.554 1.228 -0.914  -0.247
H 1.048 0.608 1.760  0.192
H 1.374 -1.070 1.517  0.220
H -1.292 -0.129 1.986  0.249
H -2.255 -0.244 -0.689  0.261
H 0.261 -0.682 -2.122  0.239
H -0.007 1.807 -0.271  0.198
H 1.117 1.569 -1.857  0.212
N 1.228 0.177 -0.377  -0.369
S -0.944 -2.141 0.424  0.057

The SMILES is C1[C@@H]2S[C@@H]2[C@H]2CN12. The HOMO energy is -8.6 eV. For the molecular weight, the calculation gives 113.18 g/mol. The LUMO energy is 1.0 eV. The gap between HOMO and LUMO is 0.353 Ha.

---

Model Q:
The following is a quantum chemistry calculation of an isolated molecule of C5H7NS, from the OMol25 dataset.

Each line ends with the natural charge from an NBO analysis.
Atoms and positions in Å:
C 1.411 0.198 0.040  0.140
C 0.605 -1.072 0.304  -0.479
C -0.874 -1.036 -0.240  -0.438
C -1.430 0.372 -0.090  -0.226
C -0.643 1.441 0.083  -0.033
H 0.538 -1.337 1.383  0.238
H 1.144 -1.901 -0.132  0.245
H -0.877 -1.396 -1.287  0.216
H -1.465 -1.801 0.223  0.223
H -2.506 0.427 -0.132  0.218
H -0.988 2.469 0.083  0.215
H 1.282 2.182 -0.157  0.419
N 0.751 1.347 0.036  -0.581
S 3.053 0.106 -0.114  -0.156

The SMILES is S=C1CCC=CN1. The HOMO energy is -8.3 eV. For the molecular weight, the calculation gives 113.18 g/mol. The LUMO energy is 0.4 eV. The gap between HOMO and LUMO is 0.321 Ha.

---

Model R:
The following is a quantum chemistry calculation of C5H7NS as an isolated structure, from the OMol25 dataset.

Each line ends with the natural charge from an NBO analysis.
Atoms and positions in Å:
C 0.418 -0.427 -0.030  -0.073
C 0.341 0.823 -0.799  -0.260
C -0.081 1.990 0.004  -0.240
C -0.981 -0.099 0.381  -0.158
C -1.104 0.054 -1.002  -0.402
H 0.713 0.917 -1.717  0.218
H 0.898 2.421 0.434  0.210
H -0.488 2.781 -0.666  0.209
H -0.229 0.934 1.832  0.353
H -1.435 -0.867 1.092  0.227
H -1.845 0.817 -1.348  0.228
H -1.109 -0.893 -1.558  0.249
N -0.931 1.294 0.940  -0.577
S 1.153 -1.826 0.252  0.017

The HOMO energy is -8.3 eV. For the molecular weight, the calculation gives 113.18 g/mol. The LUMO energy is 0.2 eV. The gap between HOMO and LUMO is 0.313 Ha.

---

Winner for stability: model Q